Formula: C4H38O16
Source: the OMol25 dataset
Level of theory: ωB97M-V with the def2-TZVPD basis set

Gap between HOMO and LUMO   0.343 hartree
Spin multiplicity   1
HOMO energy   -9.7 eV

Last column: Löwdin charge in e.
Positions of all 58 atoms, in Å:
C: -0.674068 0.317865 -3.301737  -0.1422
C: -0.932687 1.094244 -2.035051  -0.1933
C: -0.052243 0.814064 -0.818654  -0.1120
O: -0.981883 0.869785 0.439137  -0.1875
C: 0.966613 0.147215 -3.476764  -0.1865
O: 1.363050 -0.563197 -2.301466  -0.1564
H: -1.083945 0.683126 -4.223649  0.0875
H: -1.129887 -0.740685 -3.296882  0.1177
H: -2.033842 0.955017 -1.833289  0.1240
H: -0.769504 2.125634 -2.363617  0.0965
H: 0.724259 1.537981 -0.586725  0.0789
H: 0.238509 -0.258752 -0.670173  0.1246
H: -1.916026 1.077380 0.181234  0.0353
H: 1.560891 1.022268 -3.556869  0.0878
H: 1.207622 -0.419794 -4.405693  0.1127
H: 1.519389 -1.522560 -2.460659  0.0687
H: -1.529820 4.690043 0.443263  0.0047
H: -0.899790 4.007959 -0.670929  -0.0224
O: -1.636186 4.598101 -0.493805  -0.0515
H: 2.282588 -3.348529 2.349548  0.0217
H: 2.365855 -3.340736 0.805268  0.0219
O: 1.817613 -3.647769 1.600135  -0.0667
H: 3.675696 -2.839750 -0.974814  0.0869
H: 3.376633 -1.564144 -0.113614  0.1090
O: 3.647834 -2.552791 0.002695  -0.1126
H: -1.709475 -3.414730 -1.400172  -0.0035
H: -2.747401 -2.344123 -2.014808  0.1039
O: -2.308354 -3.303864 -2.167065  -0.1309
H: -1.252942 -0.734984 1.531953  0.0323
H: -0.026429 -1.513894 2.355344  0.0212
O: -0.973169 -1.417976 2.186032  -0.0832
H: 1.634682 0.192057 3.482733  0.0353
H: 0.781493 -0.410281 4.743936  0.1058
O: 1.533060 -0.644169 4.063677  -0.1475
H: -2.672067 -2.417704 1.919027  0.0435
H: -3.980648 -2.808363 1.308029  0.0115
O: -3.398923 -2.069800 1.308525  -0.0780
H: -1.291826 -3.681853 0.970262  -0.0659
H: 0.154319 -4.244045 1.087225  -0.0264
O: -0.662910 -4.208345 0.643482  0.0160
H: -1.321701 3.292073 2.334827  0.0630
H: -0.476283 2.047375 1.629641  -0.0191
O: -0.492044 2.849128 2.118959  -0.0515
H: -4.370374 1.518567 -0.035558  0.0799
H: -3.716876 2.750333 0.231153  0.0280
O: -3.471368 1.866059 0.072981  -0.0143
H: 1.067268 4.186212 -2.062954  0.1111
H: 1.266348 3.340191 -0.733814  0.0101
O: 0.685779 3.496848 -1.458413  -0.0555
H: 2.660776 2.383524 0.977153  0.0108
H: 2.683563 3.936762 1.459224  0.1749
O: 2.233672 2.953258 1.577764  -0.0863
H: 1.106385 -3.720415 -0.958305  0.0103
H: 1.344959 -4.083033 -2.529794  0.1244
O: 1.585426 -3.467463 -1.744049  -0.0728
H: 2.375861 1.829937 3.800167  0.0005
H: 1.132734 2.501783 3.077683  0.0266
O: 1.519771 2.198976 3.988258  -0.1210

Force components x, y, z for each atom (eV/Å):
2.764 -2.742 -0.490
-0.951 0.648 -1.010
-2.998 -2.242 3.105
0.287 0.317 -1.335
-2.654 -2.285 -0.212
1.553 -0.963 -0.995
-0.317 1.044 -0.221
1.069 1.215 0.394
1.201 0.327 0.327
-0.387 -0.013 0.590
-0.023 -0.513 -0.424
0.076 1.606 -0.643
1.040 0.100 0.157
0.044 1.301 0.263
-0.343 0.127 0.562
-0.393 0.825 0.040
-0.141 0.372 0.901
0.302 -0.243 -0.626
-0.462 0.038 -0.190
0.841 0.549 1.428
-0.501 -0.331 1.544
-0.299 -0.289 -2.608
-0.204 0.376 2.155
0.654 -2.537 0.419
-0.324 2.337 -2.788
-0.417 0.116 -0.350
1.651 -3.481 -0.352
-1.145 3.316 0.829
1.264 -0.288 0.477
-0.184 0.614 -0.413
-0.828 -0.426 0.113
-0.799 -1.836 1.860
2.258 -0.335 -2.252
-1.625 1.767 0.342
-0.938 1.356 -0.993
-1.169 -0.852 -0.283
1.931 -0.380 1.185
-2.997 3.405 2.458
1.396 0.632 1.641
1.606 -3.893 -4.316
0.077 -1.150 -0.369
-1.475 -1.458 -1.191
1.029 2.886 1.628
0.434 -0.758 -0.041
0.447 2.258 0.281
-1.143 -1.447 -0.319
-0.391 -0.926 1.173
0.937 0.245 0.875
-0.006 1.294 -2.023
1.162 -0.964 -1.220
-1.667 -4.011 0.445
1.046 5.012 -0.035
-0.772 -0.445 0.201
0.288 1.419 2.483
0.281 -0.966 -2.898
0.648 0.235 -0.100
0.821 -0.555 2.445
-1.554 0.591 -1.627